i.
Molecular formula: C5H39NO15
Method: DFT, wB97M-V/def2-TZVPD

Last column: Mulliken charge in e.
Cartesian coordinates (Å):
N: -0.8025 -0.2810 -1.2837  0.144
C: -0.4615 -0.9148 -0.0521  0.521
C: -0.0085 -2.1624 -0.0259  -0.893
C: -1.2343 2.1972 2.1380  -1.594
C: -0.6680 1.2811 1.1514  0.856
C: -0.6848 -0.0816 1.1101  -0.816
H: -1.5854 0.3336 -1.1123  -0.223
H: -0.8650 -0.7909 -2.1277  0.408
H: 0.0270 -2.8138 -0.9137  0.187
H: 0.5326 -2.7329 0.8090  -0.104
H: -1.5815 1.6809 3.0086  0.423
H: -1.9080 2.8673 1.5357  0.291
H: -0.5928 2.9230 2.5728  0.381
H: -0.1160 1.7984 0.3557  0.038
H: -0.8240 -0.6859 1.9956  0.922
H: 0.9255 -1.0771 3.0713  0.294
H: 2.3568 -0.5656 2.8717  0.371
O: 1.6851 -0.7313 3.5353  -0.692
H: -3.3851 -1.6843 -2.0472  0.297
H: -3.3210 -2.1596 -3.5246  0.261
O: -2.8253 -2.0335 -2.7227  -0.590
H: 5.1085 -0.2227 1.5542  0.294
H: 4.1920 -1.1767 0.8361  0.344
O: 4.6903 -1.1054 1.6579  -0.622
H: -1.1435 3.9639 -2.5232  0.303
H: -0.8262 3.3729 -1.1102  0.272
O: -1.5220 3.4061 -1.8355  -0.671
H: 1.9981 2.8496 4.3291  0.298
H: 1.4375 1.4025 4.3387  0.345
O: 1.2602 2.3025 4.6290  -0.641
H: -2.6017 1.2516 -3.0141  0.284
H: -2.6847 2.2524 -1.8623  0.430
O: -3.1996 1.4669 -2.2457  -0.702
H: 1.1530 -4.9211 1.6756  0.329
H: 2.2128 -3.7579 2.0166  0.320
O: 2.0714 -4.5441 1.4849  -0.643
H: 3.5064 2.6243 -0.3141  0.318
H: 4.6653 2.4908 -1.2635  0.305
O: 3.9075 3.0552 -1.0809  -0.606
H: -0.1518 1.8938 -2.8582  0.365
H: 0.9627 1.3332 -3.6734  0.340
O: 0.4858 2.1536 -3.5274  -0.676
H: 2.7803 -0.0607 -1.1937  0.342
H: 1.9751 -0.6346 -0.0348  0.357
O: 2.8448 -0.2894 -0.2417  -0.757
H: 1.9960 -0.9278 -3.5645  0.261
H: 1.2231 -0.9679 -2.2241  0.258
O: 1.9054 -0.5117 -2.7153  -0.696
H: -2.6292 -2.7857 -0.2907  0.275
H: -3.6788 -2.2501 0.7738  0.318
O: -3.0787 -2.9602 0.5253  -0.637
H: -5.5398 -0.3300 -0.9292  0.244
H: -3.8980 0.2682 -1.0715  0.362
O: -4.6004 -0.4711 -0.9232  -0.644
H: -1.1541 -3.7785 3.4542  0.261
H: -1.5461 -3.2992 2.0111  0.369
O: -0.9041 -3.1834 2.7410  -0.591
H: 1.3080 1.8461 -1.0128  0.122
H: 1.6358 3.0846 -1.8299  0.435
O: 1.1754 2.7930 -1.0328  -0.746

**Net charge**: 0
**Molecular weight**: 353.4 g/mol
**Frontier orbital gap**: 8.496 eV
**E_HOMO**: -0.31822 Ha
**Multiplicity**: 1


ii.
Molecular formula: C5H39NO15
Method: DFT, wB97M-V/def2-TZVPD

Last column: Mulliken charge in e.
Cartesian coordinates (Å):
N: 0.2791 -2.0219 2.2538  -0.326
C: 0.1134 -1.6623 0.9532  0.267
C: 0.3338 -0.4887 0.3225  0.084
C: 1.0590 0.6260 0.9019  -0.603
C: 1.9211 0.6192 1.9202  -1.153
C: -0.6234 -2.7943 0.2020  -1.498
H: 0.8419 -1.4301 2.8596  0.229
H: 0.5658 -2.9771 2.2921  0.283
H: -0.0027 -0.3217 -0.7241  0.664
H: 0.7519 1.5925 0.4868  0.659
H: 2.1491 1.5651 2.4649  0.219
H: 2.4427 -0.1934 2.4048  0.426
H: -0.8745 -3.6526 0.8444  0.403
H: -0.2064 -3.0626 -0.7468  0.447
H: -1.6639 -2.4105 -0.0292  0.303
H: -2.6300 0.3927 -1.4595  0.268
H: -2.5300 0.2019 -3.1004  0.247
O: -2.0971 0.1879 -2.2485  -0.577
H: 0.0536 4.4430 1.5654  0.309
H: -0.9802 3.3625 1.1377  0.382
O: -0.6699 3.8977 1.8817  -0.694
H: 2.1677 1.2865 -2.9207  0.533
H: 0.9251 2.0699 -2.8258  0.362
O: 1.3173 1.4184 -3.4392  -0.820
H: 1.6351 -1.5600 -2.8555  0.464
H: 3.0064 -2.0531 -3.4147  0.281
O: 2.5663 -1.8571 -2.5844  -0.757
H: 2.6712 0.4552 -0.9368  0.393
H: 3.5251 0.0808 -2.1363  0.294
O: 3.1832 0.8435 -1.6536  -0.775
H: -1.0058 2.4016 -2.6653  0.275
H: -0.8646 2.7831 -1.1422  0.377
O: -0.4620 2.8663 -2.0211  -0.744
H: -2.5491 0.6536 2.8145  0.297
H: -3.1510 -0.7393 2.1914  0.451
O: -3.0993 0.2202 2.0977  -0.739
H: 3.3449 -3.8458 1.6898  0.262
H: 1.9195 -4.0480 0.8109  0.441
O: 2.3727 -3.8562 1.7363  -0.683
H: -3.0404 -3.2303 3.0806  0.321
H: -2.0924 -2.1825 2.8188  0.224
O: -2.9228 -2.5131 2.4406  -0.675
H: -1.2415 0.9689 0.6302  -0.119
H: -2.2721 1.8660 -0.1747  0.396
O: -1.3776 1.8454 0.2448  -0.139
H: -0.5496 -0.8568 -2.6627  0.214
H: 0.4713 0.0466 -3.3042  0.525
O: 0.2773 -0.9339 -3.2127  -0.744
H: -0.3449 1.3150 2.9274  0.332
H: -1.0937 2.6610 2.9932  0.411
O: -1.1676 1.6835 3.2799  -0.816
H: 1.2639 4.1742 -1.1464  0.328
H: 2.2120 3.0653 -0.7942  0.269
O: 1.7358 3.7977 -0.3910  -0.630
H: -4.8627 1.0824 -0.1579  0.315
H: -3.6427 0.5791 0.5180  0.289
O: -3.9138 1.0542 -0.3147  -0.769
H: 2.7586 -4.0193 -1.3870  0.264
H: 1.9516 -2.7766 -1.1770  0.424
O: 1.9535 -3.7392 -0.9317  -0.672

**Net charge**: 0
**Molecular weight**: 353.4 g/mol
**Frontier orbital gap**: 8.328 eV
**E_HOMO**: -0.29719 Ha
**Multiplicity**: 1


Short version: ii is the most stable of them.